[1]
{
  "formula": "C17H23BrN2O3S",
  "method": "the ωB97M-V functional and the def2-TZVPD basis",
  "elements": ["O", "C", "N", "C", "C", "C", "C", "C", "C", "C", "C", "C", "Br", "C", "S", "O", "O", "N", "C", "C", "C", "C", "C", "C", "H", "H", "H", "H", "H", "H", "H", "H", "H", "H", "H", "H", "H", "H", "H", "H", "H", "H", "H", "H", "H", "H", "H"],
  "positions_angstrom": [[0.7831, -1.1842, 3.8435], [1.2010, -0.7290, 2.7972], [2.4811, -0.8327, 2.3905], [3.5051, -1.5090, 3.1575], [4.1972, -2.5901, 2.3100], [5.4564, -1.9108, 1.7790], [5.9221, -1.0889, 2.9776], [4.6259, -0.5319, 3.5757], [0.3061, 0.0144, 1.8502], [-0.7557, 0.7475, 2.3766], [-1.6070, 1.4482, 1.5461], [-1.4193, 1.4053, 0.1677], [-2.6098, 2.3809, -0.9263], [-0.3908, 0.6510, -0.3680], [-0.0417, 0.4843, -2.1372], [1.3401, 0.1095, -2.2127], [-0.4726, 1.6649, -2.8152], [-0.9166, -0.7855, -2.7091], [-2.3293, -0.6303, -2.9622], [-3.1828, -1.1720, -1.8142], [-2.7937, -2.6182, -1.5144], [-1.3014, -2.6955, -1.1961], [-0.4987, -2.1233, -2.3660], [0.4698, -0.0323, 0.4720], [2.7735, -0.3875, 1.5348], [2.9877, -1.9359, 4.0194], [3.5436, -2.9590, 1.5207], [4.4726, -3.4305, 2.9472], [6.2064, -2.6251, 1.4442], [5.2115, -1.2541, 0.9424], [6.6193, -0.2999, 2.7007], [6.4153, -1.7430, 3.6977], [4.6877, -0.4344, 4.6576], [4.4114, 0.4563, 3.1660], [-0.8960, 0.7596, 3.4466], [-2.4197, 2.0306, 1.9516], [-2.5094, 0.4300, -3.1379], [-2.5664, -1.1772, -3.8824], [-4.2357, -1.1069, -2.0901], [-3.0341, -0.5691, -0.9166], [-3.3769, -2.9970, -0.6735], [-3.0108, -3.2412, -2.3851], [-1.0012, -3.7301, -1.0248], [-1.0921, -2.1269, -0.2866], [0.5672, -2.0735, -2.1440], [-0.6397, -2.7561, -3.2501], [1.2585, -0.6014, 0.0045]],
  "atomic_forces_ev_per_a": [[-0.171, -0.014, 0.268], [-0.029, 0.114, -0.265], [0.216, 0.007, -0.200], [-0.119, -0.208, 0.186], [0.029, 0.037, -0.055], [0.080, -0.143, 0.156], [0.022, 0.079, -0.080], [0.109, -0.032, 0.091], [-0.295, 0.052, -0.175], [0.160, -0.130, -0.034], [0.024, -0.009, -0.197], [-0.215, 0.118, -0.045], [-0.281, 0.157, 0.328], [0.105, 0.076, -0.686], [0.071, -0.053, -0.250], [0.000, -0.260, 0.193], [-0.139, -0.111, 0.046], [0.604, 0.819, 0.158], [-0.634, 0.371, 0.075], [0.064, -0.194, -0.210], [0.053, 0.159, 0.246], [-0.108, -0.073, -0.269], [0.389, -0.496, 0.433], [0.139, -0.033, 0.344], [-0.153, 0.079, 0.056], [0.095, 0.068, -0.143], [-0.060, -0.088, 0.054], [0.029, -0.065, 0.019], [0.025, 0.018, -0.122], [0.008, 0.047, -0.101], [0.089, -0.004, 0.057], [0.072, -0.025, 0.015], [-0.036, 0.090, 0.036], [-0.021, 0.021, 0.043], [-0.019, -0.009, 0.096], [-0.045, 0.047, 0.020], [-0.149, -0.108, -0.091], [0.047, 0.043, 0.016], [-0.047, 0.059, 0.019], [-0.032, 0.074, -0.009], [-0.036, -0.065, -0.058], [-0.056, -0.096, -0.039], [0.056, -0.010, 0.048], [0.020, -0.048, 0.018], [-0.038, -0.236, -0.082], [0.052, 0.054, 0.018], [0.128, -0.083, 0.071]],
  "lowdin_charge": [0.074, -0.447, 0.100, -0.288, -0.139, -0.197, -0.194, -0.127, -0.109, 0.008, -0.096, -0.629, 0.870, -0.276, 0.642, -0.285, -0.328, -0.236, -0.199, -0.181, -0.195, -0.169, -0.188, -0.025, 0.142, 0.143, 0.112, 0.115, 0.107, 0.109, 0.106, 0.110, 0.109, 0.113, 0.126, 0.104, 0.086, 0.132, 0.116, 0.083, 0.112, 0.113, 0.115, 0.103, 0.111, 0.133, 0.113],
  "gap_ev": 9.625,
  "smiles": "O=C(NC1CCCC1)c1ccc(Br)c(S(=O)(=O)N2CCCCC2)c1",
  "e_homo_ev": -9.37,
  "lumo_energy_ha": 0.009
}

---

[2]
{
  "formula": "C10H15NO",
  "method": "the ωB97M-V functional and the def2-TZVPD basis",
  "elements": ["C", "C", "C", "C", "C", "C", "C", "C", "C", "C", "N", "O", "H", "H", "H", "H", "H", "H", "H", "H", "H", "H", "H", "H", "H", "H", "H"],
  "positions_angstrom": [[-2.7740, -2.1962, 0.3839], [-2.1050, -1.5130, -0.6314], [-2.7936, -1.4239, 1.5501], [-1.7725, -0.2444, -0.0802], [2.6502, 0.8199, -1.0215], [2.3752, 0.1443, 0.3772], [1.4391, -0.0219, -0.7821], [3.2939, -0.8613, 1.0256], [-1.1644, 2.2702, -0.2554], [-1.3881, 0.8955, -0.7888], [-2.1999, -0.2327, 1.1888], [-1.2855, 0.5955, -2.0514], [-3.0929, -3.2446, 0.2406], [-1.9870, -1.8816, -1.6598], [-3.1120, -1.4888, 2.5836], [2.5953, 1.8726, -1.1106], [3.4322, 0.4990, -1.7595], [2.0140, 0.8456, 1.2328], [1.4319, -1.0455, -1.1530], [2.6954, -1.8143, 1.2412], [3.7522, -0.4318, 1.9164], [4.0381, -1.2004, 0.2400], [-1.1776, 2.3382, 0.9289], [-2.0788, 2.9297, -0.4565], [-0.1297, 2.6460, -0.6660], [-1.9339, 0.4164, 1.9178], [-0.7227, 1.3275, -2.4107]],
  "atomic_forces_ev_per_a": [[-0.158, -1.604, 0.854], [-0.146, 0.632, 0.038], [0.329, 0.194, -1.046], [-0.318, -0.202, -1.332], [0.115, -1.050, -0.023], [-0.854, 2.454, 0.744], [1.793, -0.808, 1.030], [-0.572, -2.160, -1.840], [0.060, 0.926, 1.404], [0.471, -0.873, 3.358], [-0.420, -0.120, 2.435], [1.294, 2.137, -3.704], [-0.056, 0.859, 0.467], [0.060, 0.529, 0.725], [-0.126, -0.591, -0.384], [-0.432, 1.108, 0.359], [-0.659, -0.331, 1.019], [0.465, -0.602, -1.912], [-0.662, 0.215, -0.468], [0.858, 1.260, 0.236], [0.139, -0.347, -0.180], [-0.408, 0.432, 1.180], [0.536, -0.549, -2.411], [1.467, -0.407, -0.434], [-2.107, -0.112, 0.818], [-0.047, 0.118, -0.560], [-0.620, -1.108, -0.376]],
  "lowdin_charge": [-0.116, -0.035, -0.105, -0.280, -0.136, -0.367, -0.042, -0.104, -0.041, -0.413, 0.041, 0.046, 0.100, 0.113, 0.101, 0.058, 0.107, 0.144, 0.093, 0.094, 0.064, 0.088, 0.106, 0.096, 0.107, 0.146, 0.136],
  "gap_ev": [8.613, 5.610],
  "e_homo_ev": [-7.92, -5.60],
  "lumo_energy_ha": [0.026, 0.001]
}

---

[3]
{
  "formula": "C4H8N4O2",
  "method": "the ωB97M-V functional and the def2-TZVPD basis",
  "elements": ["N", "N", "C", "O", "C", "C", "C", "O", "N", "N", "H", "H", "H", "H", "H", "H", "H", "H"],
  "positions_angstrom": [[1.0163, -1.4348, 1.7564], [1.7072, -0.7297, 0.8022], [1.2869, 0.3625, 0.0826], [1.7655, 0.6512, -1.0105], [0.3118, 1.2865, 0.7856], [-1.0044, 1.0431, 0.7793], [-1.3778, -0.2187, -0.0139], [-1.7280, -1.2165, 0.6134], [-1.1794, -0.2283, -1.3476], [-0.9308, 0.7365, -2.2653], [1.0027, -0.9135, 2.6355], [0.0717, -1.5731, 1.4181], [2.4006, -1.3155, 0.3043], [0.7924, 2.2253, 1.1549], [-1.7742, 1.5509, 1.3263], [-1.3700, -1.1188, -1.7694], [0.0831, 0.7470, -2.3756], [-1.0981, 1.6741, -1.9378]],
  "atomic_forces_ev_per_a": [[-0.663, 0.077, 1.112], [1.554, 0.075, -2.008], [0.329, 0.200, 0.010], [-0.111, -0.190, 0.630], [-0.124, 0.851, -0.067], [1.092, -1.034, -1.279], [0.128, 0.637, 1.241], [-0.143, 0.016, -0.553], [-1.065, -1.738, 1.518], [1.490, 1.528, -1.343], [-0.081, -0.277, -0.328], [-0.265, -0.208, 0.447], [-0.619, 0.759, 0.326], [-0.577, -0.998, 0.162], [-0.106, 0.449, -0.007], [-0.248, -0.296, -0.018], [0.092, 0.045, -0.308], [-0.684, 0.104, 0.466]],
  "lowdin_charge": [0.039, -0.029, -0.485, 0.030, -0.004, 0.019, -0.482, 0.020, -0.017, 0.050, 0.096, 0.048, 0.158, 0.132, 0.107, 0.154, 0.072, 0.091],
  "gap_ev": 9.998,
  "smiles": "NNC(=O)/C=C\\C(=O)NN",
  "e_homo_ev": -9.43,
  "lumo_energy_ha": 0.021
}